# 1
Below is a structure of composition C40H47AuClN3O2Sb, with properties calculated with ωB97M-V/def2-TZVPD.

Summary:
F_max ... 0.0051 Eh/bohr
Relative energy (zero: lowest compared OMol25 entry of this formula, charge and spin) ... 32.5 kJ/mol
2S+1 ... 1
Total charge ... -1

Each line ends with the Löwdin charge.
Cartesian coordinates (Å):
Au1 -0.0777 -1.8295 0.4027  0.8305
C1 5.4489 -3.1589 -3.2762  -0.0681
C2 4.0042 -3.0725 -2.8469  -0.3080
C3 2.9906 -3.4228 -3.7251  -0.0626
C4 1.6699 -3.3364 -3.2847  -0.3000
C5 0.5266 -3.6771 -4.2054  -0.0585
C6 1.3971 -2.8971 -2.0079  -0.0539
C7 2.3914 -2.4822 -1.0773  -0.2938
C8 3.7185 -2.6239 -1.5619  -0.0189
N1 1.9633 -1.9909 0.1273  -0.1204
C9 2.7467 -1.5822 1.3120  -0.6286
C10 2.4789 -2.5994 2.4287  -0.0677
C11 2.2337 -0.2045 1.7586  -0.0894
C12 4.2693 -1.4322 1.1933  -0.0745
H1 5.5388 -3.6009 -4.2691  0.0641
H2 6.0305 -3.7665 -2.5794  0.0722
H3 5.9085 -2.1679 -3.3058  0.0732
H4 3.2190 -3.7671 -4.7282  0.0967
H5 0.8780 -4.2011 -5.0954  0.0648
H6 0.0125 -2.7685 -4.5296  0.0775
H7 -0.2099 -4.3053 -3.7022  0.0751
H8 0.3575 -2.8437 -1.7005  0.0638
H9 4.5682 -2.3761 -0.9593  0.0671
H10 1.4074 -2.6750 2.6080  0.0249
H11 2.9711 -2.3036 3.3609  0.0803
H12 2.8475 -3.5836 2.1306  0.0827
H13 1.1650 -0.2370 1.9729  0.0150
H14 2.3976 0.5267 0.9627  0.0698
H15 2.7558 0.1301 2.6597  0.0809
H16 4.7708 -2.3877 1.0508  0.0732
H17 4.6309 -1.0149 2.1359  0.0755
H18 4.5516 -0.7449 0.3962  0.0817
Cl1 -1.8577 -4.5826 1.0588  0.5214
C13 -2.9365 -3.2977 1.7025  -0.4921
C14 -3.1489 -2.1212 0.7427  -0.7252
O1 -4.3072 -1.8393 0.4653  0.0251
O2 -2.1267 -1.4258 0.3932  -0.2879
H19 -2.4576 -2.9286 2.6048  0.0264
H20 -3.8944 -3.7597 1.9114  0.0655
N2 -0.3406 -3.9419 4.4222  0.1412
C15 -0.4467 -2.6110 4.7056  -0.4024
C16 -0.2068 -2.1004 5.9922  -0.0369
C17 -0.3329 -0.7426 6.1865  -0.0942
C18 -0.6894 0.0825 5.1225  -0.0852
C19 -0.8989 -0.5165 3.8943  -0.1474
N3 -0.7800 -1.8255 3.6828  0.0895
H21 -0.1710 -4.6170 5.1410  0.0906
H22 -0.5518 -4.2518 3.4868  0.0514
H23 0.0739 -2.7617 6.8023  0.0994
H24 -0.1515 -0.3226 7.1685  0.0994
H25 -0.7950 1.1514 5.2413  0.0935
H26 -1.1677 0.0679 3.0181  0.0791
C20 1.4558 3.5999 0.6126  -0.0757
C21 0.1721 4.3853 0.5289  -0.3141
C22 0.1938 5.7624 0.7369  -0.0678
C23 -0.9665 6.5201 0.6697  -0.1040
C24 -2.1731 5.8975 0.3904  -0.1000
C25 -2.2022 4.5261 0.1734  -0.1404
C26 -1.0445 3.7555 0.2301  -0.3354
Sb1 -1.0776 1.5917 -0.0582  1.5569
C27 -0.0091 1.6673 -1.9341  -0.3298
C28 0.9869 0.6934 -2.0374  -0.1439
C29 1.8258 0.6152 -3.1416  -0.0745
C30 1.6699 1.5328 -4.1670  -0.0894
C31 0.6904 2.5112 -4.0732  -0.0675
C32 -0.1546 2.6049 -2.9685  -0.2987
C33 -1.1473 3.7386 -2.9313  -0.0568
C34 -3.0907 1.4605 -0.7869  -0.3432
C35 -3.3237 1.1552 -2.1261  -0.1218
C36 -4.6095 0.9462 -2.5994  -0.0894
C37 -5.6827 1.0354 -1.7260  -0.0907
C38 -5.4565 1.3082 -0.3881  -0.0603
C39 -4.1678 1.5050 0.1008  -0.3303
C40 -3.9687 1.6692 1.5847  -0.0713
H27 2.2891 4.2398 0.9032  0.0737
H28 1.6986 3.1386 -0.3478  0.0708
H29 1.3756 2.7923 1.3449  0.0571
H30 1.1390 6.2474 0.9565  0.1010
H31 -0.9267 7.5898 0.8363  0.0929
H32 -3.0881 6.4750 0.3345  0.0952
H33 -3.1487 4.0532 -0.0676  0.0914
H34 1.1131 -0.0299 -1.2390  0.0346
H35 2.5734 -0.1675 -3.1953  0.0984
H36 2.3057 1.4880 -5.0435  0.0961
H37 0.5714 3.2278 -4.8797  0.1025
H38 -1.4390 4.0186 -3.9450  0.0780
H39 -0.7075 4.6166 -2.4513  0.0841
H40 -2.0459 3.4823 -2.3762  0.0472
H41 -2.4865 1.0692 -2.8093  0.0925
H42 -4.7709 0.7024 -3.6423  0.0961
H43 -6.6926 0.8700 -2.0807  0.0951
H44 -6.2914 1.3425 0.3034  0.1080
H45 -4.8329 2.1472 2.0485  0.0777
H46 -3.0902 2.2702 1.8266  0.0399
H47 -3.8401 0.6855 2.0456  0.0803

***

# 2
Below is a structure of composition C35H37N8O5Zr, with properties calculated with ωB97M-V/def2-TZVPD.

Summary:
F_max ... 0.1052 Eh/bohr
Total energy ... -60315.41557 eV
2S+1 ... 1
Total charge ... +3

Each line ends with the Löwdin charge.
Cartesian coordinates (Å):
Zr1 -0.7516 -0.1570 -0.7459  1.8880
C1 -2.6710 -2.1406 0.7245  -0.0952
N1 -2.7103 -1.5731 -0.6374  -0.2300
C2 -2.5042 -2.5490 -1.7393  -0.1038
C3 -1.1450 -3.1640 -1.7492  -0.2989
C4 -0.9264 -4.4939 -2.1166  0.0392
C5 0.3829 -4.9560 -2.1436  0.0039
C6 1.4143 -4.0801 -1.8223  0.0000
C7 1.0793 -2.7692 -1.5029  -0.0871
N2 -0.2092 -2.3262 -1.4728  -0.0302
C8 -3.9994 -0.8646 -0.8411  -0.0814
C9 -3.7881 0.5690 -1.2471  -0.2453
C10 -4.9070 1.3886 -1.5211  0.0216
C11 -4.7745 2.7487 -1.8143  0.0177
C12 -3.4659 3.2553 -1.9134  -0.0011
C13 -2.4199 2.4040 -1.6304  -0.0834
N3 -2.5499 1.0778 -1.2649  -0.0662
C14 -2.7359 -0.9926 1.7463  -0.2330
C15 -3.5250 -0.8787 2.9225  0.0449
C16 -3.6091 0.3876 3.5287  -0.0002
C17 -2.8362 1.4194 3.0134  -0.0035
C18 -2.0631 1.1891 1.8846  -0.1111
N4 -2.0294 0.0258 1.2756  -0.0313
H1 -3.5287 -2.7684 0.9248  0.1403
H2 -1.7589 -2.7360 0.8101  0.1256
H3 -3.2473 -3.3705 -1.6944  0.1541
H4 -2.6766 -2.0316 -2.6836  0.1290
H5 -1.7860 -5.1300 -2.2422  0.1309
H6 0.5603 -6.0427 -2.3175  0.1502
H7 2.4490 -4.3918 -1.8713  0.1276
H8 1.8252 -2.0801 -1.2385  0.0875
H9 -4.6391 -1.3741 -1.5750  0.1544
H10 -4.5708 -0.8755 0.0723  0.1366
H11 -5.8842 0.8809 -1.4511  0.1418
H12 -5.6491 3.3948 -1.8688  0.1364
H13 -3.3513 4.3052 -2.0327  0.1197
H14 -1.3679 2.7475 -1.6380  0.1259
H15 -4.0729 -1.7626 3.3021  0.1416
H16 -4.2643 0.5821 4.3819  0.1365
H17 -2.8672 2.4193 3.4250  0.1273
H18 -1.5863 2.0140 1.4350  0.0927
N5 0.4263 -1.1036 1.0153  0.1199
C19 1.2780 -0.8592 1.7377  -0.1656
N6 2.2741 -0.5360 2.5566  -0.0404
C20 2.0364 -0.1070 3.9316  -0.0589
C21 2.8802 -1.0453 4.8948  -0.1315
O1 4.2379 -0.9991 4.4990  -0.0972
C22 4.3960 -1.5992 3.2423  -0.1909
C23 3.7326 -0.7526 2.1803  -0.0608
H19 0.9759 -0.1809 4.1658  0.1347
H20 2.3860 0.8727 4.0413  0.1031
H21 2.5572 -2.0977 4.9463  0.1388
H22 2.8269 -0.6632 5.8824  0.1225
H23 4.0294 -2.6316 3.1820  0.1379
H24 5.4755 -1.5799 3.0034  0.1517
H25 3.7256 -1.1584 1.1438  0.1432
H26 4.1801 0.2578 2.1304  0.1210
O2 -0.0174 1.7413 -0.1877  -0.1989
C24 1.2370 1.4617 -0.4370  -0.5057
O3 1.3290 0.4647 -1.2690  -0.1460
C25 2.2264 2.0981 0.3293  -0.1605
C26 3.5767 1.9453 -0.0424  0.0143
C27 4.5997 2.5172 0.6933  0.0499
C28 4.2137 3.2234 1.8156  -0.1873
O4 4.9661 3.9539 2.6467  0.0865
C29 4.0820 4.6554 3.5775  -0.0074
O5 2.8390 3.8999 3.4340  0.0509
C30 2.9013 3.2900 2.2427  -0.2492
C31 1.8981 2.8107 1.5040  0.0888
H27 3.8003 1.3459 -0.9129  0.1315
H28 5.6119 2.3527 0.3906  0.1359
H29 3.9376 5.6565 3.2024  0.1441
H30 4.4302 4.6544 4.6292  0.1642
H31 0.8215 2.8300 1.7620  0.1453
C32 0.9451 -0.4840 -6.2301  0.0393
N7 0.0096 -0.2483 -5.1231  -0.0995
C33 -1.2893 0.1066 -5.2993  -0.0261
C34 -1.8391 0.2249 -4.0651  -0.1172
N8 -0.8766 -0.0307 -3.1260  -0.0620
C35 0.2325 -0.3376 -3.8177  -0.1313
H32 0.8847 0.3727 -6.9447  0.1264
H33 0.5841 -1.3937 -6.6906  0.1049
H34 1.9509 -0.6014 -5.8870  0.0930
H35 -1.6425 0.3022 -6.2976  0.1456
H36 -2.8792 0.5418 -3.8185  0.1296
H37 1.2095 -0.4712 -3.3033  0.1421